{"formula": "C34H73B3Br34NO3PS", "method": "ωB97M-V with the def2-TZVPD basis set", "symbols": ["N", "B", "O", "B", "O", "B", "P", "S", "O", "H", "H", "H", "H", "H", "Br", "C", "C", "Br", "H", "H", "H", "H", "Br", "C", "C", "Br", "H", "H", "H", "H", "Br", "C", "C", "Br", "H", "H", "H", "H", "Br", "C", "C", "Br", "H", "H", "H", "H", "Br", "C", "C", "Br", "H", "H", "H", "H", "Br", "C", "C", "Br", "H", "H", "H", "H", "Br", "C", "C", "Br", "H", "H", "H", "H", "Br", "C", "C", "Br", "H", "H", "H", "H", "Br", "C", "C", "Br", "H", "H", "H", "H", "Br", "C", "C", "Br", "H", "H", "H", "H", "Br", "C", "C", "Br", "H", "H", "H", "H", "Br", "C", "C", "Br", "H", "H", "H", "H", "Br", "C", "C", "Br", "H", "H", "H", "H", "Br", "C", "C", "Br", "H", "H", "H", "H", "Br", "C", "C", "Br", "H", "H", "H", "H", "Br", "C", "C", "Br", "H", "H", "H", "H", "Br", "C", "C", "Br", "H", "H", "H", "H"], "coordinates": [[-3.11547, 2.04745, -3.05296], [-2.58451, 0.67236, -3.41361], [-3.09190, -0.22179, -4.47255], [-3.36581, -1.54192, -3.81523], [-2.43937, -2.17909, -2.82660], [-2.10508, -1.04312, -1.89755], [-2.52168, -1.07248, -0.01178], [-3.18668, -2.87915, 0.46325], [-1.45512, 0.13241, -2.57801], [-3.76785, 1.87629, -2.23102], [-3.66715, 2.48887, -3.82167], [-4.33704, -2.18240, -4.07785], [-1.38966, -0.69125, 0.79335], [-3.67031, -0.17101, 0.14952], [3.00546, 3.84072, -3.85632], [2.39262, 1.99190, -3.75672], [0.98384, 1.91075, -3.21652], [0.95308, 2.16605, -1.28307], [3.12160, 1.44606, -3.15138], [2.43291, 1.62339, -4.78566], [0.56554, 0.91327, -3.37808], [0.31008, 2.65657, -3.64766], [-0.41774, -6.80915, 2.18379], [-1.02894, -6.24460, 0.41989], [0.12226, -5.75431, -0.42711], [0.67531, -3.96059, 0.10306], [-1.80432, -5.48971, 0.57714], [-1.48112, -7.13650, -0.02303], [-0.18129, -5.66035, -1.47356], [1.00834, -6.39247, -0.36641], [-2.86668, 3.29580, 1.20486], [-2.48127, 5.11630, 0.62104], [-1.23557, 5.16499, -0.23273], [0.37485, 5.03121, 0.85952], [-2.41452, 5.73303, 1.52159], [-3.35779, 5.42054, 0.04199], [-1.15423, 6.12946, -0.74186], [-1.18592, 4.36253, -0.97412], [-4.01689, 4.22063, -5.78583], [-2.12816, 3.77899, -5.58267], [-1.30644, 4.35773, -6.71090], [-1.51335, 3.31157, -8.34403], [-2.06082, 2.68989, -5.51114], [-1.83451, 4.22022, -4.62600], [-0.23954, 4.30902, -6.47555], [-1.57289, 5.38950, -6.95693], [3.24242, 2.37299, -9.97846], [2.62957, 0.52416, -9.87885], [1.22079, 0.44302, -9.33866], [1.19003, 0.69831, -7.40520], [3.35855, -0.02168, -9.27351], [2.66987, 0.15566, -10.90779], [0.80249, -0.55446, -9.50021], [0.54703, 1.18883, -9.76979], [2.97241, -8.73693, 0.14028], [3.60801, -9.89211, 1.57736], [3.14715, -9.39131, 2.92638], [4.20374, -7.85900, 3.50949], [4.69608, -9.94863, 1.48402], [3.17804, -10.87468, 1.36330], [3.30377, -10.15341, 3.69496], [2.09898, -9.07943, 2.93862], [6.57472, 0.33564, -7.09998], [5.96187, -1.51318, -7.00037], [4.55310, -1.59433, -6.46018], [4.52233, -1.33904, -4.52672], [6.69086, -2.05903, -6.39504], [6.00217, -1.88169, -8.02931], [4.13479, -2.59181, -6.62173], [3.87933, -0.84851, -6.89132], [-5.96845, 0.27929, 3.87771], [-6.19037, 2.10278, 3.22253], [-7.13371, 2.14947, 2.04314], [-6.25920, 1.52777, 0.41430], [-5.19113, 2.48389, 2.99433], [-6.60251, 2.66039, 4.06832], [-7.43345, 3.17927, 1.82935], [-8.02887, 1.53600, 2.17883], [-3.39665, 3.90410, 8.35366], [-4.59721, 2.69091, 7.41001], [-3.82965, 1.58334, 6.72650], [-2.97350, 2.22071, 5.09397], [-5.18817, 3.29932, 6.71979], [-5.25517, 2.28397, 8.18307], [-4.50683, 0.78882, 6.40060], [-3.04320, 1.15070, 7.35131], [6.37372, 5.14830, -6.47306], [4.62279, 5.91812, -6.85425], [3.92910, 5.17357, -7.97115], [4.66940, 5.65819, -9.70938], [4.78055, 6.97811, -7.07178], [4.06130, 5.82317, -5.92052], [2.87324, 5.45358, -8.02398], [4.00803, 4.08637, -7.88255], [-4.27671, 2.03499, 11.48301], [-6.21486, 2.11681, 11.28171], [-6.70314, 3.54659, 11.26262], [-6.72287, 4.31013, 13.05734], [-6.64542, 1.52200, 12.09203], [-6.42231, 1.62568, 10.32678], [-7.74115, 3.59529, 10.92174], [-6.09026, 4.20625, 10.64189], [-5.31656, -1.49236, 13.71814], [-3.42783, -1.93400, 13.92130], [-2.60612, -1.35526, 12.79307], [-2.81303, -2.40142, 11.15994], [-3.36049, -3.02311, 13.99284], [-3.13418, -1.49277, 14.87797], [-1.53921, -1.40398, 13.02842], [-2.87257, -0.32349, 12.54704], [4.06989, -13.08673, -0.13259], [2.91393, -12.12191, -1.37216], [2.61121, -12.95266, -2.59742], [4.12774, -12.98119, -3.82366], [3.41127, -11.17545, -1.60163], [1.99914, -11.91899, -0.80815], [1.79101, -12.51078, -3.17017], [2.36775, -13.99361, -2.36668], [1.87456, 6.82694, 9.01719], [1.63789, 5.47881, 7.62789], [0.37254, 4.68281, 7.84771], [0.60293, 3.36904, 9.27084], [2.54204, 4.86376, 7.62247], [1.58149, 6.04205, 6.69210], [0.12560, 4.09719, 6.95770], [-0.48733, 5.30116, 8.12037], [6.20966, 8.96879, -7.79828], [7.89968, 8.20717, -8.40443], [8.63242, 9.16031, -9.31967], [7.84404, 9.17286, -11.10367], [7.66720, 7.24726, -8.87382], [8.47520, 8.03007, -7.49145], [9.66593, 8.83492, -9.46807], [8.62945, 10.19388, -8.96217], [2.36901, -3.25813, 12.33431], [1.34265, -3.62139, 10.71621], [1.87210, -2.82981, 9.54313], [1.31260, -0.96382, 9.64013], [0.29559, -3.40683, 10.94735], [1.45875, -4.69470, 10.54108], [1.45297, -3.20367, 8.60472], [2.96362, -2.83256, 9.47491], [0.75642, -3.72953, -5.94983], [-0.99450, -2.95972, -6.33101], [-1.68820, -3.70427, -7.44792], [-0.94789, -3.21964, -9.18615], [-0.83675, -1.89973, -6.54855], [-1.55600, -3.05466, -5.39729], [-2.74406, -3.42426, -7.50075], [-1.60927, -4.79147, -7.35932]], "atomic_forces_ev_per_a": [[-0.6328, -2.3774, -0.5392], [0.9791, -0.0293, -0.0419], [0.0201, -1.1773, 4.0664], [2.2889, 0.4635, -0.1872], [-1.8266, 4.8257, 0.6860], [2.1783, -0.0091, -4.2269], [-1.2501, -1.5999, 1.0291], [0.1999, 0.4637, -0.0693], [-4.5978, -1.5815, 0.6174], [1.1560, 0.7296, -1.0698], [0.2591, -0.6541, 0.9442], [0.2199, 0.2712, -0.2556], [-0.6307, 0.4982, -0.6666], [1.4203, 0.0395, -0.1209], [0.0066, -0.0400, 0.0405], [-0.0046, 0.0300, -0.2399], [0.0021, -0.3388, 0.1370], [-0.0456, 0.0631, -0.2007], [-0.2562, 0.1437, -0.1188], [-0.0179, 0.0287, 0.1793], [0.1690, 0.1886, 0.0020], [0.2188, -0.1101, 0.0698], [-0.0446, 0.0755, -0.0061], [-0.0907, -0.2328, 0.0013], [-0.0706, 0.1704, -0.2029], [0.1428, -0.0940, -0.0164], [0.2882, -0.0788, -0.0753], [0.1374, 0.1563, 0.0163], [-0.0300, -0.0308, 0.2006], [-0.2570, 0.1429, 0.0964], [0.0513, 0.0437, 0.0711], [-0.1954, 0.0175, -0.1287], [0.2263, 0.1919, 0.0124], [-0.1561, 0.0174, -0.0358], [0.0849, -0.1776, -0.2410], [0.1830, -0.0558, 0.0466], [-0.0945, -0.1387, 0.1254], [-0.0618, 0.0912, 0.2250], [0.0308, -0.1045, -0.0157], [0.0592, 0.2479, 0.1504], [0.2494, -0.1535, -0.1486], [-0.0989, 0.1741, 0.0302], [0.0660, 0.2695, -0.1841], [-0.0088, -0.0744, -0.1693], [-0.1730, -0.0307, 0.0512], [-0.0159, -0.2891, 0.1302], [0.0165, -0.2282, -0.0178], [0.0633, 0.1923, -0.1897], [-0.1052, -0.2698, -0.0296], [0.0024, -0.0155, 0.0217], [-0.2367, 0.1173, -0.0843], [-0.0939, 0.0259, 0.1997], [0.0943, 0.1334, 0.0569], [0.2494, -0.1030, 0.1190], [0.1089, 0.0302, -0.0119], [-0.2004, -0.1512, -0.0029], [0.1153, 0.0215, 0.2255], [-0.1420, -0.0363, -0.0476], [-0.2916, 0.0506, 0.0798], [0.0992, 0.2187, 0.1338], [-0.0003, 0.0714, -0.2119], [0.2592, -0.0696, -0.1243], [-0.0386, -0.0887, 0.0489], [0.0911, 0.1096, -0.2184], [-0.0736, -0.2324, 0.0989], [-0.0826, 0.0760, -0.1206], [-0.2716, 0.1257, -0.0894], [-0.0754, 0.0252, 0.1878], [0.0953, 0.1592, -0.0006], [0.2158, -0.1301, 0.0938], [-0.0020, 0.0603, -0.1339], [-0.0317, -0.0472, 0.2122], [-0.0374, 0.2021, -0.0562], [-0.1352, -0.1060, -0.0042], [-0.2738, -0.0903, 0.0019], [0.0118, -0.0463, -0.2061], [0.1040, -0.1646, 0.0752], [0.2934, 0.1050, 0.0050], [-0.1106, 0.0876, -0.1977], [0.0337, 0.0377, 0.2349], [-0.0620, -0.1945, -0.1525], [0.0874, 0.0379, 0.1394], [0.1970, -0.1996, 0.0910], [0.1457, -0.0270, -0.1244], [0.0672, 0.1807, 0.0486], [-0.2059, 0.2177, -0.0798], [-0.0489, 0.1486, -0.0745], [-0.1286, -0.0587, 0.2325], [-0.1054, 0.0719, 0.0366], [0.0252, -0.0758, 0.0478], [-0.0582, -0.4313, -0.0071], [0.0488, -0.0891, -0.2019], [0.1755, -0.0177, 0.0595], [0.0359, 0.3157, 0.0548], [-0.1352, -0.0548, 0.0908], [0.1354, -0.1426, -0.1412], [-0.2229, 0.1125, 0.0942], [0.0653, -0.0053, -0.1484], [0.0795, 0.2193, -0.1753], [-0.0232, 0.1080, 0.1526], [0.1800, -0.0880, 0.0446], [-0.0550, -0.2439, 0.1465], [0.0348, -0.1074, -0.0040], [-0.0477, 0.1429, 0.1750], [0.2706, -0.0614, -0.0338], [-0.0223, 0.1116, 0.0227], [0.0141, 0.2898, -0.1121], [-0.0009, -0.0379, -0.2148], [-0.1887, -0.0211, 0.0186], [-0.0379, -0.3039, 0.1099], [0.0553, -0.0051, -0.0995], [-0.1272, -0.0219, 0.1290], [-0.0403, 0.0566, -0.2366], [-0.0822, -0.0795, 0.0982], [-0.1410, -0.2922, -0.0137], [0.1169, -0.0331, -0.1599], [0.1370, -0.0228, 0.1711], [0.0958, 0.2950, 0.0316], [0.0575, -0.1035, -0.0407], [0.0054, 0.2341, -0.0977], [-0.0340, -0.2636, -0.0955], [-0.0674, 0.0989, -0.0171], [-0.3029, 0.0819, 0.0437], [-0.0547, -0.1386, 0.1520], [0.0608, 0.1336, 0.1217], [0.2971, -0.0907, -0.0748], [0.1778, 0.1614, -0.1359], [0.0683, -0.0358, 0.2329], [0.1261, -0.0383, -0.1855], [0.0132, 0.0788, 0.1098], [0.0334, 0.2629, 0.0545], [-0.0824, 0.0499, -0.1783], [-0.2020, -0.0038, 0.0887], [-0.0670, -0.3038, -0.0303], [-0.1278, 0.0282, -0.0221], [0.0937, -0.2359, 0.0623], [-0.1506, 0.0989, -0.1959], [0.0988, -0.0583, 0.0021], [0.2560, 0.0373, -0.1385], [0.0028, 0.2059, -0.0305], [0.0421, 0.0080, 0.2084], [-0.2919, -0.0425, 0.1164], [-0.0559, 0.1460, -0.0263], [0.0416, -0.0619, 0.2033], [-0.1869, 0.1133, -0.0953], [0.0090, -0.0903, 0.0537], [-0.0538, -0.2534, -0.0433], [0.0761, -0.0544, -0.1608], [0.1934, -0.0037, 0.0539], [0.0619, 0.3094, 0.0336]], "lowdin_charge": [0.16, -0.54, 0.13, -0.18, 0.07, -0.55, 0.43, 0.09, 0.06, 0.10, 0.00, 0.11, 0.01, -0.04, 0.63, -0.69, -0.67, 0.65, 0.04, 0.01, 0.05, 0.04, 0.59, -0.69, -0.68, 0.59, 0.00, 0.06, 0.06, 0.01, 0.60, -0.67, -0.70, 0.59, 0.06, 0.06, 0.06, 0.02, 0.66, -0.71, -0.67, 0.61, 0.04, 0.06, 0.06, 0.06, 0.66, -0.67, -0.66, 0.61, 0.04, 0.06, 0.03, 0.04, 0.63, -0.70, -0.69, 0.60, 0.06, 0.00, 0.06, 0.04, 0.60, -0.69, -0.70, 0.61, 0.05, 0.06, 0.05, 0.01, 0.63, -0.70, -0.67, 0.58, -0.02, 0.06, 0.06, 0.06, 0.61, -0.68, -0.68, 0.60, 0.05, 0.04, 0.02, 0.06, 0.60, -0.71, -0.71, 0.59, -0.05, 0.01, 0.06, 0.00, 0.62, -0.68, -0.70, 0.61, 0.05, 0.05, 0.06, 0.04, 0.59, -0.69, -0.69, 0.59, 0.05, 0.06, 0.06, -0.01, 0.63, -0.71, -0.70, 0.60, 0.02, 0.06, 0.06, 0.05, 0.60, -0.70, -0.71, 0.58, 0.05, 0.06, 0.06, 0.03, 0.66, -0.68, -0.70, 0.60, 0.04, 0.06, 0.06, 0.05, 0.59, -0.70, -0.69, 0.58, 0.02, 0.06, 0.06, 0.05, 0.61, -0.69, -0.68, 0.61, 0.04, 0.04, 0.06, 0.06], "total_energy_ev": -2447680.2958, "multiplicity": 1, "e_homo_ev": -8.6, "e_lumo_ev": -1.0, "orbital_gap_ev": 7.627}